[1]
The following is a DFT calculation (ωB97M-V/def2-TZVPD) of a 3-piece molecular cluster, C19H25BFN2O13PS overall at a distorted geometry.

Output
structure (SMILES): CCCC[C@@]1(P(=O)(O)O)OS(=O)(=O)O[C@]1(F)B(O)OC.O=[N+]([O-])c1ccccc1.O=[N+]([O-])c1ccccc1
HOMO energy: -0.377 hartree
total charge: 0
LUMO: -0.81 eV

XYZ file:
```
63
Properties=species:S:1:pos:R:3:forces:R:3
C 0.404 0.483 2.268 0.6360 -0.1313 0.3038
C 1.625 -0.255 1.687 -0.4963 -0.4524 -0.0231
C 1.623 -0.443 0.159 0.6373 0.5124 0.2395
C 0.969 0.709 -0.622 0.4162 -0.6120 -0.6115
C 1.796 1.240 -1.817 -0.6550 0.2241 0.2030
P 2.189 -0.081 -3.038 0.2505 -1.0184 0.1110
O 2.907 -1.234 -2.487 0.0378 0.1660 0.1791
O 2.876 0.613 -4.284 -0.5242 0.0915 0.2024
O 0.759 -0.494 -3.615 -0.0499 0.5122 0.1522
O 0.849 2.112 -2.516 0.4516 0.2806 -0.1944
S 1.492 3.547 -2.789 -0.6503 -0.0906 -0.5320
O 2.311 3.531 -3.949 0.1182 -0.2119 0.2241
O 0.463 4.511 -2.673 0.1147 0.0487 0.3154
O 2.392 3.516 -1.496 0.1387 -0.0955 0.3321
C 2.933 2.176 -1.299 0.6640 0.8657 -0.6039
F 3.090 2.115 0.059 -0.1628 -0.3275 0.2096
B 4.442 2.169 -1.958 0.2178 0.0192 -0.2847
O 5.067 3.375 -2.099 0.2955 -0.5810 0.3030
O 5.065 1.030 -2.348 -0.0952 0.1509 0.3766
C 5.326 0.059 -1.322 -0.1140 -0.3623 -0.1071
H 0.043 -0.041 3.147 -0.0942 -0.0535 0.0656
H -0.427 0.551 1.576 -0.0802 0.0650 -0.0673
H 0.705 1.474 2.606 -0.2529 0.2113 -0.1829
H 2.555 0.211 2.009 -0.0026 0.2289 -0.0395
H 1.643 -1.253 2.125 0.1154 -0.0738 -0.0162
H 1.196 -1.403 -0.114 -0.2648 0.0369 -0.0716
H 2.662 -0.508 -0.159 0.0335 -0.1904 -0.0049
H 0.790 1.583 -0.004 -0.2065 0.0149 0.0941
H 0.028 0.381 -1.060 -0.2367 0.1736 0.1625
H 2.929 -0.063 -4.972 0.2482 0.1465 -0.3147
H 0.226 -0.899 -2.915 -0.1038 -0.4004 -0.1347
H 4.961 3.923 -1.318 -0.4070 0.5312 -0.2274
H 5.052 -0.919 -1.702 0.0744 -0.0495 -0.0239
H 4.738 0.237 -0.420 -0.0583 0.0908 0.0151
H 6.378 0.091 -1.050 0.1120 0.0988 -0.0820
C -3.956 3.294 7.239 0.0047 -0.0076 -0.0079
C -4.129 3.502 5.877 0.0178 -0.0234 0.0903
C -3.589 2.611 4.964 -0.0828 0.1222 -0.1149
C -2.885 1.520 5.437 -0.0412 0.0910 0.0871
C -2.696 1.297 6.788 0.0516 -0.0777 0.1648
C -3.238 2.195 7.693 -0.0476 0.0702 -0.0439
N -2.324 0.561 4.471 -0.0292 0.0283 0.0102
O -2.488 0.791 3.291 -0.0976 -0.0073 -0.0247
O -1.735 -0.404 4.914 0.0236 -0.0595 0.0128
H -4.383 3.990 7.949 0.0038 0.0085 0.0042
H -4.686 4.358 5.524 -0.0002 0.0070 -0.0160
H -3.717 2.764 3.903 0.0482 -0.0892 -0.0249
H -2.139 0.439 7.130 0.0130 -0.0385 -0.0973
H -3.102 2.036 8.753 0.0092 -0.0120 0.0080
C -3.602 -5.188 -4.801 0.0082 0.0063 0.0139
C -4.116 -5.202 -3.511 0.0427 0.0038 -0.0875
C -3.418 -4.600 -2.479 -0.1479 -0.0570 0.1040
C -2.211 -3.989 -2.763 -0.0543 -0.0597 -0.1148
C -1.678 -3.968 -4.039 0.1194 0.0463 -0.1395
C -2.384 -4.575 -5.064 -0.0843 -0.0380 0.0283
N -1.474 -3.330 -1.675 -0.0442 -0.0267 0.0026
O -1.941 -3.375 -0.562 -0.0166 -0.0020 0.0677
O -0.427 -2.775 -1.962 0.1041 0.2184 -0.0226
H -4.153 -5.657 -5.606 -0.0002 -0.0091 -0.0036
H -5.064 -5.681 -3.309 -0.0070 -0.0040 0.0145
H -3.808 -4.605 -1.472 0.0748 0.0585 0.0365
H -0.730 -3.487 -4.232 0.0097 0.0253 0.0907
H -1.984 -4.568 -6.068 0.0153 0.0072 -0.0053
```
Positions in Å, forces in eV/Å.



[2]
The following is a DFT calculation (ωB97M-V/def2-TZVPD) of C19H25Br12ClFNO2 as an isolated structure at a distorted geometry.

Output
HOMO energy: -0.346 hartree
total charge: 0
LUMO: -1.88 eV

XYZ file:
```
61
Properties=species:S:1:pos:R:3:forces:R:3
N -2.483 4.071 3.321 -1.0705 -1.0493 -0.4100
C -2.407 2.799 2.502 -0.0500 -0.3232 -1.1456
C -1.949 3.107 0.927 -0.3228 -1.0576 1.0101
C -1.677 1.601 0.266 -0.2711 0.9493 -1.0513
C -0.162 1.419 -0.336 0.2484 -1.8465 -3.6933
C -0.058 0.835 -1.728 1.2258 1.4085 3.6173
C 1.402 0.557 -2.421 -0.3281 -0.5467 -4.1765
O 1.444 0.367 -3.754 0.0194 0.9815 8.0778
C 2.762 0.489 -1.450 -1.1685 1.4436 2.0160
C 4.068 -0.252 -2.106 -0.0621 0.0913 -0.2064
C 4.742 -1.429 -1.189 0.1640 -0.9067 -0.2227
C 3.684 -2.357 -0.349 0.4584 -0.1307 0.3151
F 4.482 -2.978 0.774 -1.5766 0.9704 -2.1960
C 2.671 1.114 -0.104 -0.1208 -1.4408 -2.5908
C 3.967 1.138 0.898 0.2244 0.8560 0.6742
C 5.172 2.122 0.295 0.4348 0.3152 0.0542
C 4.972 3.706 0.755 -1.3105 -1.5246 -0.8201
Cl 6.166 4.702 -0.307 -1.0716 -0.7749 1.2927
C 1.243 1.807 0.423 1.0438 2.6903 3.6928
O 1.341 2.651 1.481 -0.9771 -5.2351 -6.5346
H -3.051 4.739 2.743 0.6242 -0.7972 0.9520
H -3.058 3.828 4.173 0.8121 0.6267 -1.2543
H -3.478 2.318 2.456 1.9846 0.5056 -0.1331
H -1.664 1.996 2.951 -1.4190 1.9034 -0.7287
H -2.864 3.609 0.377 1.9797 -0.9241 1.0102
H -0.986 3.777 0.869 -2.0148 -1.3611 0.2333
H -2.018 0.739 0.994 1.1002 1.7322 -1.3138
H -2.420 1.536 -0.666 1.8160 -0.0966 1.8695
H -1.015 0.553 -2.347 2.1585 0.7002 1.2779
H 3.748 -0.736 -3.133 0.3957 1.1958 2.1606
H 4.932 0.529 -2.357 -2.0310 -1.5745 0.5767
H 5.563 -1.018 -0.455 -1.8223 -0.7635 -1.3656
H 5.298 -2.164 -1.947 -1.1158 1.6783 1.7010
H 3.224 -3.237 -1.000 1.1535 1.8434 1.4826
H 2.812 -1.777 0.173 1.8209 -0.9785 -1.0099
H 4.382 0.050 1.158 -1.0455 2.3283 -0.9637
H 3.697 1.612 1.960 0.1318 -1.0793 -2.4613
H 6.251 1.779 0.647 -2.3601 0.5607 -0.6335
H 5.178 2.112 -0.880 -0.0873 0.0113 2.3642
H 3.873 3.994 0.395 2.5124 -0.3083 1.0695
H 5.133 3.877 1.908 -0.1791 -0.1816 -2.5519
C 1.962 -3.923 3.182 0.2748 -0.1218 -0.0407
Br 1.060 -4.742 4.698 0.1833 0.2566 -0.3927
Br 0.761 -3.673 1.673 0.2181 -0.0186 0.3816
Br 2.855 -2.267 3.679 -0.3351 -0.3769 -0.1045
H 2.741 -4.621 2.858 -0.3444 0.3512 0.1130
C -5.575 3.417 -2.163 -0.1851 0.0296 -0.1182
Br -3.851 2.996 -2.960 -0.3789 0.0902 0.2483
Br -6.344 1.882 -1.248 0.2880 0.4551 -0.2126
Br -5.474 4.975 -1.002 0.0262 -0.3973 -0.2523
H -6.253 3.673 -2.984 0.3248 -0.1152 0.3773
C -5.305 -2.487 -1.502 -0.0663 -0.1367 0.1784
Br -3.749 -1.321 -1.542 -0.3404 -0.2388 -0.0079
Br -6.868 -1.637 -2.289 0.3997 -0.2755 0.1466
Br -4.935 -4.216 -2.314 -0.0939 0.5113 0.1828
H -5.539 -2.673 -0.448 0.1158 0.0867 -0.4817
C -5.696 -7.908 -0.671 -0.0269 -0.2066 0.0563
Br -6.709 -7.737 -2.323 0.2736 0.0009 0.4117
Br -3.787 -7.675 -0.965 -0.4809 -0.0262 0.0609
Br -6.366 -6.718 0.715 0.1767 -0.2456 -0.3670
H -5.842 -8.932 -0.311 0.0670 0.4865 -0.1638
```
Positions in Å, forces in eV/Å.